{
  "formula": "C28H80N4O12",
  "method": "the ωB97M-V functional and the def2-TZVPD basis",
  "e_above_lowest_kj_mol": 762.6,
  "energy_ha": -2236.27518,
  "max_force_ev_per_a": 11.94,
  "species": ["N", "C", "N", "O", "H", "H", "H", "H", "N", "C", "N", "O", "H", "H", "H", "H", "C", "C", "C", "O", "H", "H", "H", "H", "H", "H", "H", "H", "C", "C", "C", "O", "H", "H", "H", "H", "H", "H", "H", "H", "C", "C", "C", "O", "H", "H", "H", "H", "H", "H", "H", "H", "C", "C", "C", "O", "H", "H", "H", "H", "H", "H", "H", "H", "C", "C", "C", "O", "H", "H", "H", "H", "H", "H", "H", "H", "C", "C", "C", "O", "H", "H", "H", "H", "H", "H", "H", "H", "C", "C", "C", "O", "H", "H", "H", "H", "H", "H", "H", "H", "C", "C", "C", "O", "H", "H", "H", "H", "H", "H", "H", "H", "C", "O", "H", "H", "H", "H", "C", "O", "H", "H", "H", "H"],
  "xyz": [[5.492, 15.139, -22.302], [6.235, 14.888, -23.322], [5.984, 13.695, -23.803], [7.236, 15.723, -23.759], [5.699, 16.013, -21.760], [4.738, 14.465, -21.855], [5.266, 13.007, -23.492], [6.318, 13.420, -24.628], [7.388, 10.295, -18.847], [7.354, 11.037, -19.874], [8.533, 11.363, -20.342], [6.205, 11.588, -20.256], [6.530, 9.984, -18.398], [8.158, 9.738, -18.562], [8.499, 11.997, -21.108], [9.452, 10.982, -20.108], [7.418, 17.600, -15.436], [8.833, 17.965, -15.516], [9.498, 18.019, -14.186], [9.541, 17.356, -16.291], [6.984, 18.337, -14.875], [7.261, 16.590, -15.006], [6.855, 17.592, -16.306], [8.763, 18.967, -15.828], [9.669, 17.061, -13.818], [8.996, 18.589, -13.383], [10.477, 18.559, -14.254], [10.408, 17.672, -16.084], [4.027, 17.276, -16.389], [4.290, 17.066, -17.832], [3.477, 15.814, -18.420], [3.915, 18.040, -18.460], [4.517, 16.459, -15.809], [2.947, 17.301, -16.250], [4.435, 18.208, -16.010], [5.335, 16.795, -17.948], [3.543, 14.963, -17.808], [3.775, 15.560, -19.425], [2.443, 15.961, -18.513], [4.498, 18.141, -19.217], [13.183, 15.171, -19.454], [12.870, 16.112, -18.292], [13.937, 17.150, -18.178], [11.715, 16.519, -18.084], [14.153, 14.636, -19.488], [13.153, 15.799, -20.362], [12.387, 14.421, -19.606], [13.008, 15.491, -17.422], [14.790, 16.803, -18.653], [14.270, 17.353, -17.097], [13.652, 18.044, -18.713], [11.245, 15.914, -17.471], [9.436, 13.434, -14.914], [10.621, 13.753, -15.884], [10.177, 13.552, -17.297], [11.040, 14.963, -15.929], [9.854, 13.415, -13.934], [9.070, 12.473, -15.094], [8.653, 14.222, -14.929], [11.421, 13.131, -15.465], [9.686, 12.598, -17.584], [10.928, 13.597, -18.102], [9.430, 14.272, -17.580], [11.519, 15.227, -15.121], [10.785, 13.593, -21.483], [9.681, 13.700, -22.599], [10.110, 12.987, -23.874], [8.592, 13.170, -22.258], [11.024, 12.509, -21.431], [10.415, 13.945, -20.475], [11.638, 14.242, -21.596], [9.592, 14.814, -22.696], [9.501, 13.241, -24.715], [10.253, 11.913, -23.769], [11.087, 13.402, -24.119], [7.921, 13.501, -22.832], [7.104, 22.827, -16.209], [6.465, 21.491, -16.319], [6.824, 20.573, -17.431], [6.464, 20.838, -15.268], [6.598, 23.506, -15.564], [7.073, 23.312, -17.147], [8.086, 22.726, -15.809], [5.434, 21.852, -16.386], [6.091, 19.747, -17.502], [7.899, 20.179, -17.510], [6.481, 21.141, -18.396], [5.593, 20.583, -15.130], [7.575, 15.368, -19.422], [8.397, 16.639, -19.358], [8.786, 17.104, -20.732], [8.020, 17.597, -18.662], [7.282, 15.151, -18.422], [8.218, 14.616, -19.802], [6.827, 15.396, -20.097], [9.312, 16.471, -18.733], [9.236, 18.055, -20.817], [7.948, 17.141, -21.443], [9.446, 16.369, -21.152], [8.134, 17.377, -17.741], [4.852, 12.424, -17.816], [6.149, 12.800, -17.122], [6.138, 14.069, -16.237], [6.727, 11.870, -16.552], [4.014, 12.442, -17.086], [4.873, 11.408, -18.265], [4.636, 13.197, -18.547], [6.811, 13.117, -17.973], [5.742, 14.925, -16.901], [7.113, 14.435, -16.013], [5.492, 13.993, -15.405], [7.077, 11.265, -17.221], [6.062, 19.176, -20.840], [5.866, 17.889, -20.349], [5.235, 19.641, -21.300], [6.711, 19.064, -21.701], [6.671, 19.739, -20.099], [6.645, 17.565, -19.900], [11.400, 19.634, -17.904], [12.054, 18.940, -16.826], [10.556, 19.002, -18.396], [12.136, 19.737, -18.720], [10.998, 20.638, -17.542], [12.497, 18.215, -17.259]],
  "forces_ev_per_a": [[-3.327, 1.687, 5.117], [4.904, 4.004, -1.979], [-2.027, -3.006, 1.098], [-4.586, -4.097, 1.773], [-0.475, -1.113, -0.741], [2.481, 1.921, -1.546], [0.837, 1.487, 0.294], [1.975, -0.782, -3.919], [-1.539, -4.345, 5.450], [-4.791, 4.917, -3.523], [1.878, 0.119, -1.127], [4.425, -2.179, 0.593], [0.046, 0.133, -0.741], [0.850, -0.186, -0.164], [0.177, 0.624, -0.767], [-1.006, 0.004, 0.210], [0.148, -3.234, 0.935], [-5.860, 6.133, 6.743], [0.515, 2.664, 1.869], [5.752, -7.010, -7.767], [-1.360, 1.568, 1.845], [0.039, 0.429, 0.183], [-0.695, 0.086, -2.225], [-0.169, 2.431, -0.345], [0.367, -1.966, 0.682], [-0.235, -0.269, -0.514], [-0.469, -0.554, -0.274], [1.831, -0.035, -0.978], [0.134, -1.249, 1.669], [0.975, -9.337, 3.806], [1.511, 0.383, 0.720], [-2.469, 9.706, -5.687], [-0.731, 0.475, -0.101], [-0.061, -0.109, 0.357], [0.155, 0.256, -0.217], [0.780, 0.015, -0.167], [0.452, -1.383, 0.769], [0.655, -0.021, -0.406], [-1.638, 1.059, 0.158], [0.046, 0.313, -0.768], [-0.950, 0.154, -1.889], [8.333, -4.944, 1.111], [0.227, 1.008, 1.706], [-9.238, 3.193, 0.008], [-0.435, 0.541, 0.622], [0.068, -0.277, -0.108], [0.367, 0.292, 0.337], [1.465, -1.092, 0.661], [1.787, -0.627, -0.900], [-0.775, 0.072, -1.503], [-0.018, 0.596, -0.026], [-0.076, 0.577, -0.345], [0.854, 2.523, -0.311], [-2.655, -5.886, 0.512], [-0.441, -2.461, -2.337], [2.748, 7.045, 1.422], [0.240, 0.110, 1.107], [-0.909, -1.404, -0.513], [0.487, -0.692, -0.147], [0.142, -0.788, -0.862], [0.123, 0.150, 0.865], [0.396, 0.393, 0.675], [-0.349, 0.696, 0.242], [-0.397, 0.002, -0.464], [-1.607, -0.854, 0.732], [7.431, 3.654, -1.454], [2.307, 1.359, -0.043], [-6.524, -2.670, 3.351], [0.484, 0.639, 0.322], [-0.204, -0.610, -0.980], [0.410, -0.197, -0.845], [-0.071, -0.650, -0.762], [-0.782, -0.038, -0.433], [-0.361, -0.040, 0.267], [0.329, -0.150, -0.376], [-1.260, 0.073, -0.494], [1.127, 0.032, -0.036], [-1.796, 4.810, -6.660], [-0.326, 0.685, -4.195], [2.241, -4.706, 9.713], [-0.760, 0.161, 0.877], [0.491, 0.473, -1.208], [1.216, 0.123, -0.003], [-0.711, -0.162, -1.635], [0.592, -0.006, 0.575], [-1.582, 0.788, 0.228], [1.345, -0.893, 1.172], [-1.887, -1.264, 1.174], [2.418, 0.773, 1.689], [5.962, -6.076, -3.357], [-0.700, -1.097, -1.317], [-5.779, 8.307, 4.773], [-0.583, -0.533, 0.622], [0.722, -1.056, -0.115], [-2.964, 0.279, -1.856], [0.741, -1.966, -1.695], [0.755, 1.116, 0.491], [-0.010, -0.195, 0.205], [0.495, -0.307, -0.324], [-0.049, 0.380, 0.577], [-1.396, 0.141, 1.061], [-2.231, 7.813, -5.345], [-1.505, 1.256, -3.182], [4.505, -8.142, 5.313], [0.273, -0.102, -0.229], [0.139, 0.937, 0.121], [-0.135, -0.317, -0.370], [-0.416, 0.273, -0.026], [0.196, -1.291, 1.025], [0.743, -0.312, 0.475], [-0.553, -0.126, 1.201], [0.068, 0.095, 0.471], [3.429, -0.007, -0.207], [-2.257, -1.083, -0.097], [-1.598, 0.433, 0.523], [0.580, 0.213, -0.419], [-0.974, 0.277, -0.476], [0.170, 0.524, 0.422], [-1.013, -0.428, -0.588], [-1.040, 1.066, 0.113], [1.060, 1.013, 1.155], [-0.271, 0.580, 0.236], [0.660, -1.423, -0.486], [-0.030, -0.290, 0.150]]
}